(1)
ORCA calculation (ωB97M-V/def2-TZVPD) on 2 unconnected molecules or ions with the total composition C5H9Cl2 at a distorted geometry.

Calculated values
Kohn-Sham gap (alpha / beta), Ha: 0.4061 / 0.2214
LUMO level (alpha / beta), eV: 1.02 / -4.00
HOMO (alpha / beta), eV: -10.03 / -10.03
Energy above the lowest of the compared OMol25 structures with the same formula, charge and spin, kcal/mol: 34.4
Calculated total energy, eV: -30372.97325

ORCA input file:
```
! wB97M-V def2-TZVPD RIJCOSX def2/J DEFGRID3
* xyz 0 2
C 0.865 0.404 -0.575
H -1.021 1.960 0.794
Cl 2.503 -4.714 -1.705
H -1.068 0.834 -1.395
H -0.946 1.030 2.388
C -0.365 1.372 1.506
H 1.828 -0.108 -0.697
Cl -0.383 -0.910 -2.734
H -1.834 -0.371 0.175
H 0.825 -0.463 1.402
H 0.485 1.989 1.864
H 0.881 1.445 -0.819
C 0.187 0.156 0.791
H -0.712 -1.807 0.235
C -0.410 -0.084 -1.280
C -0.836 -0.733 0.047
*
```

Atomic partial charges in e from the Mulliken method, atoms 1 to 8:
1. C -0.8612
2. H 0.2594
3. Cl 0.0001
4. H 0.1679
5. H 0.3397
6. C -1.2972
7. H 0.3212
8. Cl -0.2126



(2)
ORCA calculation (ωB97M-V/def2-TZVPD) on a molecular structure, C11H23AlCl2O2P at a distorted geometry.

Calculated values
Kohn-Sham gap, Ha: 0.2870
LUMO level, eV: 3.00
HOMO, eV: -4.81
Calculated total energy, eV: -56803.97964

ORCA input file:
```
! wB97M-V def2-TZVPD RIJCOSX def2/J DEFGRID3
* xyz -1 1
C 2.736 1.858 2.319
C -3.512 -0.636 0.614
O -3.015 2.748 -0.197
H -5.723 -0.943 3.320
H -6.333 -1.161 1.550
H 3.408 1.944 3.300
H 2.061 -2.629 -3.022
C 2.421 -0.491 -2.227
H 3.530 -0.855 -2.087
H 0.945 0.808 -1.017
C -5.538 -1.555 2.311
C 1.409 -1.683 -2.719
H 0.582 -2.243 -0.576
C 3.028 1.503 -0.407
H -5.723 -2.693 2.515
H 2.446 0.321 -3.089
C -1.064 -0.989 -1.765
H -0.688 2.605 -1.188
Cl -2.696 -1.731 3.200
H 3.881 1.518 -1.210
C 3.660 1.268 1.097
H 0.091 0.194 1.726
C -3.971 -1.244 1.892
Cl -4.837 -0.217 -0.668
Al -1.589 -0.183 0.076
C 0.204 -2.053 -1.672
P -1.510 2.179 -0.084
H 3.819 0.112 1.273
H 2.312 2.940 2.106
H -0.242 -3.098 -2.039
H 2.497 2.561 -0.446
H 0.892 -1.306 -3.715
H 4.719 1.798 1.194
O -0.261 -0.657 1.318
C 1.976 0.280 -0.852
H 1.834 1.160 2.620
H 2.000 -0.502 0.019
H -1.017 2.700 1.197
H -0.694 -0.108 -2.456
H -2.035 -1.519 -2.212
*
```

Atomic partial charges in e from the Mulliken method, atoms 1 to 8:
1. C -0.7365
2. C -0.0195
3. O -0.7281
4. H 0.2384
5. H 0.2654
6. H 0.2978
7. H 0.2862
8. C -0.7380



(3)
ORCA calculation (ωB97M-V/def2-TZVPD) on a molecular structure, C16H21NOY at a distorted geometry.

Calculated values
Kohn-Sham gap, Ha: 0.3014
LUMO level, eV: -11.99
HOMO, eV: -20.19
Calculated total energy, eV: -21486.71339

ORCA input file:
```
! wB97M-V def2-TZVPD RIJCOSX def2/J DEFGRID3
* xyz 3 1
H 3.139 -0.035 1.159
C 4.970 -0.406 -1.652
H -4.289 -1.542 0.447
H -2.591 2.232 -0.780
C -0.784 1.278 1.943
H -0.807 4.176 0.440
H 1.816 1.794 -3.347
H -3.864 -1.649 2.158
C 1.663 0.746 -3.078
C -2.054 1.582 -0.096
N 2.429 0.281 -0.782
C -0.950 -0.124 1.833
C -1.370 3.645 1.212
H -0.346 -2.997 1.633
H -4.072 -3.118 1.205
C -2.225 0.195 -0.204
H 1.727 0.149 -3.986
C -3.698 -2.096 1.175
Y 0.360 0.530 -0.219
H 4.210 0.010 -3.624
C -1.361 2.164 1.002
H 5.953 -0.700 -1.997
C -1.425 -3.011 1.809
C -1.717 -0.696 0.786
C -2.193 -2.128 0.831
C 4.669 -0.414 -0.291
C 3.405 -0.056 0.105
H -0.360 1.679 2.859
H -0.649 -0.752 2.664
H -0.306 0.669 -3.231
H 5.411 -0.684 0.447
H -1.762 -4.039 1.698
H -2.099 -2.566 -0.170
C 3.993 -0.027 -2.564
H -2.889 -0.197 -0.967
H -1.624 -2.739 2.848
H -2.394 4.018 1.151
O 0.319 0.602 -2.494
H -0.967 3.920 2.184
C 2.735 0.308 -2.106
*
```

Atomic partial charges in e from the Mulliken method, atoms 1 to 8:
1. H 0.4255
2. C -0.1878
3. H 0.4266
4. H 0.6162
5. C -1.0717
6. H 0.3210
7. H 0.3713
8. H 0.3968



(4)
ORCA calculation (ωB97M-V/def2-TZVPD) on C5H6O2S in the gas phase at a distorted geometry.

Calculated values
Structure (SMILES): O=CS[C@@H]1CC=CO1
Kohn-Sham gap, Ha: 0.3619
LUMO level, eV: 0.72
HOMO, eV: -9.13
Energy above the lowest of the compared OMol25 structures with the same formula, charge and spin, kcal/mol: 23.3
Calculated total energy, eV: -20211.19776

ORCA input file:
```
! wB97M-V def2-TZVPD RIJCOSX def2/J DEFGRID3
* xyz 0 1
H -0.489 -0.574 2.631
C -0.642 -0.467 1.569
C -1.441 1.482 0.632
H -0.699 -1.489 1.165
C 0.502 0.364 0.937
O 0.362 -1.414 -2.569
H 1.299 0.636 1.664
C 0.142 -0.838 -1.529
H -1.973 2.326 0.274
H -2.897 0.128 1.480
S 1.452 -0.459 -0.383
O -0.089 1.573 0.443
C -1.860 0.380 1.241
H -0.861 -0.477 -1.178
*
```

Atomic partial charges in e from the Mulliken method, atoms 1 to 8:
1. H 0.3095
2. C -0.6204
3. C -0.3885
4. H 0.2802
5. C 0.1059
6. O -0.4553
7. H 0.2749
8. C 0.1383



(5)
ORCA calculation (ωB97M-V/def2-TZVPD) on 8 unconnected molecules or ions with the total composition C58H126BrF3N6O2 at a distorted geometry.

Calculated values
Kohn-Sham gap, Ha: 0.2764
LUMO level, eV: -5.95
HOMO, eV: -13.47
Calculated total energy, eV: -153385.53133

ORCA input file:
```
! wB97M-V def2-TZVPD RIJCOSX def2/J DEFGRID3
* xyz 4 1
C -7.019 1.279 -2.497
H -4.095 -0.395 -1.712
H -7.631 0.950 -3.317
H 2.431 1.388 -7.284
H -3.070 1.188 8.287
H 7.256 1.096 7.538
H -5.765 -0.465 -0.162
H 2.544 0.466 3.427
H 2.171 -3.715 -7.880
H 3.711 3.638 -1.509
H -3.053 4.084 -3.521
H -0.185 -7.381 1.032
H 1.760 -3.702 2.019
C 8.452 -1.908 6.849
H -3.573 0.906 5.673
H -4.430 0.603 -3.179
H -0.583 -7.981 -2.463
C 0.312 -1.992 -5.658
C -2.322 1.936 8.122
H 10.333 -1.179 7.441
C -5.358 0.916 2.185
H -2.384 2.200 -2.059
F -3.597 -5.397 0.490
C 3.785 4.258 -2.397
H -7.214 -1.423 -3.193
H 1.967 -3.150 -9.591
H -0.821 -1.241 -8.035
H -0.712 -1.682 -5.594
C 0.187 -1.645 -8.101
H 5.023 6.079 -1.929
H 2.426 7.673 -0.908
H 2.352 -5.645 -9.456
H 0.158 0.646 -7.435
Br -0.081 0.710 -2.959
H -7.554 2.432 -0.683
H -8.655 -0.344 -0.327
C -4.189 2.776 6.560
H 2.662 4.421 -4.239
C 3.022 7.872 -1.847
H 4.107 -1.354 4.256
C 1.893 5.681 -2.754
O -2.540 -3.474 1.994
H 1.414 5.579 -1.781
C -5.168 3.358 3.760
N -6.124 0.075 -2.201
F -2.387 -4.057 -0.791
H 2.135 10.191 -0.877
C 3.429 0.730 4.024
H -0.588 -3.574 0.966
C -4.169 1.231 3.044
H -2.807 2.370 4.931
H 4.549 7.565 -3.981
H 6.324 -1.795 5.083
C 0.289 -3.002 0.662
H 9.606 -2.205 8.656
H -5.358 2.181 -1.089
H 2.882 9.160 -3.582
C 2.455 4.360 -3.157
H 4.568 3.907 -3.020
C -6.552 -0.500 -0.850
C 1.246 -5.385 0.806
H -6.362 2.058 -2.944
H 2.135 -5.942 1.026
C 6.190 -1.228 6.040
H 2.677 -1.487 -7.941
H 7.831 0.998 5.272
H -3.255 -1.409 4.543
H -7.366 1.184 2.983
H 1.761 -8.219 -2.083
H -4.013 1.456 -0.294
H -2.366 -1.395 2.325
H 0.169 -2.772 -0.369
H -0.613 -9.566 -1.192
H 2.417 -3.653 0.443
H 9.327 0.137 5.786
C -3.747 1.936 5.394
C -0.500 -7.767 0.102
H 0.952 -5.811 -8.305
N 7.559 -0.744 6.505
H -3.679 0.345 3.382
C 1.528 -3.749 -8.772
C -3.636 -3.101 1.060
H -6.095 -0.581 -4.253
C 3.640 6.893 -3.983
N 0.862 -1.241 -6.836
H -5.541 -1.810 -2.967
H -6.073 3.708 4.261
H 0.691 -5.482 -9.974
C 1.393 -5.224 -9.130
C -4.361 1.684 -1.276
H 4.923 0.455 6.473
H 8.955 -2.240 5.955
H -6.551 -0.438 3.349
H 8.252 -0.566 4.560
C 8.295 0.024 5.465
H -5.330 3.307 2.695
C 0.159 -3.092 -8.431
H -0.652 -9.949 0.518
H 4.427 11.032 -2.630
H -4.564 -3.533 1.628
H -3.344 3.484 -1.205
C 4.031 5.724 -1.870
N 0.420 -7.104 -0.867
C 3.938 -0.438 4.830
H 1.720 -5.527 -1.370
H -1.152 -6.300 -1.984
C -3.479 -4.123 -0.031
N 3.113 6.574 -2.657
H -4.690 3.700 -3.407
H 2.913 -0.628 -5.035
H 2.019 10.993 -2.502
C 2.049 0.867 -6.356
C -3.681 3.259 -3.276
C 0.669 0.254 -6.602
C 8.764 -0.071 8.551
C -6.451 0.630 3.186
H -4.398 4.047 4.010
H -3.348 1.820 2.656
H 9.420 0.734 8.219
H -0.476 -3.661 -7.736
C 1.631 -8.011 -1.031
H 0.376 -6.487 -2.908
N -4.727 1.972 4.203
H -1.266 -2.420 3.213
H 1.740 -10.136 -0.797
H 0.698 -1.706 -4.696
C 0.914 -5.632 -0.614
H 4.031 11.861 -1.236
H 2.615 -2.390 -6.458
C 5.237 -0.050 5.581
H -3.282 -3.147 4.671
H 1.256 6.155 -3.509
H 3.180 1.535 4.702
C 2.438 9.008 -2.588
C -5.935 1.115 4.575
H -1.468 -7.294 -0.017
C 9.384 -1.421 7.911
H -3.595 2.606 -4.138
H 1.942 1.626 -5.538
H -0.435 -3.165 -9.385
C -6.233 -1.010 -3.266
C 2.583 10.323 -1.842
C 1.283 -9.316 -0.279
C 7.508 0.089 7.768
H -4.618 3.680 6.125
H 0.649 -1.090 -8.933
H -6.718 -1.555 -1.002
H 5.800 0.565 4.913
H 4.140 1.115 3.333
O -3.678 -1.761 0.853
C 2.414 -1.435 -6.928
H 7.831 -2.700 7.201
H 1.596 -9.313 0.776
H -5.651 0.308 5.247
H 0.093 0.343 -5.675
C -4.637 0.449 -2.125
H -6.585 1.807 5.054
H -7.554 0.596 0.676
H 4.023 5.937 -4.314
H 0.112 -5.024 -0.955
C -2.288 -2.360 2.820
F -4.533 -3.962 -0.868
H 1.748 3.507 -3.054
H -5.031 2.282 7.036
C 1.520 -3.891 0.997
H 5.698 -1.884 6.796
H -4.376 -2.457 3.456
C -0.232 -9.266 -0.202
C 3.974 10.874 -1.673
H -2.047 2.147 9.149
H 6.634 -0.284 8.318
H 3.667 5.737 -0.859
H -8.899 1.659 -1.597
H 3.166 -0.618 5.569
H 0.424 -5.658 1.461
H 4.515 10.174 -1.012
H -1.446 1.573 7.638
C -3.390 -2.348 3.963
H 4.100 7.997 -1.558
C -2.979 3.176 7.456
H 0.293 -2.045 1.151
C -7.860 1.521 -1.219
H 3.983 -0.124 -6.389
H -4.951 0.060 1.605
H 8.668 -0.072 9.613
H 2.888 7.245 -4.659
C 2.982 -0.317 -6.094
H -5.673 1.745 1.571
H 0.512 -3.064 -5.690
C -3.402 2.650 -1.934
H 2.439 -7.377 -0.772
C -7.755 0.256 -0.346
H 1.371 8.854 -2.714
H -2.176 3.526 6.805
C -0.318 -6.972 -2.206
H -3.258 3.925 8.145
*
```

Atomic partial charges in e from the Mulliken method, atoms 1 to 8:
1. C -0.3861
2. H 0.3375
3. H 0.4810
4. H 0.3240
5. H 0.3145
6. H 0.4516
7. H -0.8011
8. H 0.3469



(6)
ORCA calculation (ωB97M-V/def2-TZVPD) on a molecular structure, C24H29BF2I2IrN3S.

Calculated values
Kohn-Sham gap (alpha / beta), Ha: 0.2429 / 0.2139
LUMO level (alpha / beta), eV: -9.88 / -10.66
HOMO (alpha / beta), eV: -16.48 / -16.48
Energy above the lowest of the compared OMol25 structures with the same formula, charge and spin, kcal/mol: 0.0
Calculated total energy, eV: -65792.74747

ORCA input file:
```
! wB97M-V def2-TZVPD RIJCOSX def2/J DEFGRID3
* xyz 3 2
C 1.750 -1.714 -2.427
N 1.025 -1.882 -1.339
C -3.033 -2.486 -2.971
C -2.631 -1.747 -1.864
H -1.304 -0.911 -5.421
C -2.559 -2.186 -4.239
C 0.848 1.490 4.613
S 1.852 -3.083 -3.406
C -1.742 -0.697 -2.094
H 0.604 -4.981 -2.486
H -0.855 1.729 -3.632
H -3.552 0.986 -1.920
H -3.985 -1.396 -0.219
B 6.388 -0.313 1.416
I 5.689 -2.369 0.849
H -2.892 -2.767 -5.088
H -1.198 -0.507 2.776
H 3.144 -2.882 0.280
C -3.284 1.506 -1.005
H -0.122 -3.446 -0.446
H -3.733 -3.301 -2.835
C -3.160 -2.060 -0.490
C 0.454 1.615 2.270
H 0.268 0.678 -4.472
C -1.014 0.083 3.676
C 2.182 2.944 3.233
H 3.472 -3.131 2.034
I 2.464 -0.689 1.690
H -2.237 3.628 0.741
H 2.414 2.747 5.354
C -1.664 -1.142 -4.426
H -2.394 -1.962 0.285
H -3.243 2.581 -1.193
H 1.065 3.966 0.528
H 2.769 3.612 0.746
H -1.503 3.158 2.287
Ir 0.446 -0.363 -0.025
C 0.874 -3.952 -2.310
H 2.967 3.684 3.141
H -1.943 0.598 3.931
H -3.548 -3.075 -0.452
C -1.392 1.683 0.744
C 0.514 -3.163 -1.271
C -1.234 -0.373 -3.351
C 1.775 3.168 0.756
H 1.717 2.443 -0.059
F 7.663 -0.231 1.446
C -2.078 2.801 1.437
H 2.213 -0.775 -2.691
H 0.406 0.910 -2.723
C -0.301 0.791 -3.551
H -3.065 2.482 1.780
H -0.802 -0.606 4.492
N -0.265 1.171 1.095
H -4.070 1.350 -0.260
C -1.987 1.040 -0.463
H 0.608 1.088 5.589
N -1.284 0.074 -0.956
C 1.867 2.420 4.479
C 1.482 2.553 2.097
C 3.546 -2.451 1.191
F 5.493 0.592 1.620
C 0.112 1.067 3.510
*
```

Atomic partial charges in e from the Mulliken method, atoms 1 to 8:
1. C -0.4195
2. N 0.8363
3. C -1.0659
4. C 1.4171
5. H 0.5166
6. C -0.9555
7. C -0.8667
8. S -0.0357



(7)
ORCA calculation (ωB97M-V/def2-TZVPD) on a molecular structure, C11H15CaClGdNO2S2 at a distorted geometry.

Calculated values
Kohn-Sham gap (alpha / beta), Ha: 0.1405 / 0.1424
LUMO level (alpha / beta), eV: 4.79 / 4.81
HOMO (alpha / beta), eV: 0.97 / 0.94
Calculated total energy, eV: -90699.34235

ORCA input file:
```
! wB97M-V def2-TZVPD RIJCOSX def2/J DEFGRID3
* xyz -2 8
C 2.791 1.091 -4.757
H 2.902 1.191 -5.847
H -1.469 -2.801 3.052
O 2.735 1.238 3.050
H -1.365 -0.760 -5.775
O 0.692 2.043 1.819
C -1.138 -0.278 5.370
H -2.285 0.054 0.983
C 0.478 -1.190 1.556
C -0.087 -1.137 2.901
H -2.327 1.364 -0.238
H 3.046 2.054 -4.285
H -0.077 -1.500 -2.257
C 0.391 0.015 3.561
Ca 0.609 0.487 -3.997
H -2.466 -1.984 5.218
H -2.374 -0.358 -0.757
C 0.570 -1.189 -1.408
H 3.494 0.323 -4.397
H 1.612 -1.461 -1.613
C -1.642 -1.435 4.742
C -1.108 -1.883 3.525
H -1.567 0.076 6.305
C -1.956 0.341 -0.022
N 1.442 -0.270 1.350
C -0.089 0.448 4.790
Gd 0.227 0.973 -0.224
C -0.960 0.265 -5.792
H -1.805 0.967 -5.697
H 0.355 1.332 5.251
H -0.491 0.427 -6.777
S 0.006 -1.997 0.072
S 1.432 0.948 2.537
Cl 0.424 2.607 -2.237
*
```

Atomic partial charges in e from the Mulliken method, atoms 1 to 8:
1. C -1.3896
2. H 0.2546
3. H 0.3136
4. O -0.6648
5. H 0.2419
6. O -0.6904
7. C -0.6091
8. H 0.2112



(8)
ORCA calculation (ωB97M-V/def2-TZVPD) on 2 unconnected molecules or ions with the total composition C5H15NO2 at a distorted geometry.

Calculated values
Kohn-Sham gap (alpha / beta), Ha: 0.3868 / 0.1991
LUMO level (alpha / beta), eV: -3.36 / -8.46
HOMO (alpha / beta), eV: -13.88 / -13.88
Energy above the lowest of the compared OMol25 structures with the same formula, charge and spin, kcal/mol: 49.8
Calculated total energy, eV: -11003.72906

ORCA input file:
```
! wB97M-V def2-TZVPD RIJCOSX def2/J DEFGRID3
* xyz 1 2
C -0.148 0.421 -2.608
H -1.815 -1.966 0.074
H 1.080 0.905 0.361
H -0.509 -0.458 -3.177
C 0.254 0.505 0.944
H 0.270 -1.003 -0.624
H -2.440 -0.566 0.556
H -2.958 0.147 -1.436
H 3.439 -0.063 1.935
H -2.644 1.423 -2.533
O 3.938 -0.854 2.222
H -0.461 1.223 1.367
C -0.912 0.766 -1.337
H -0.113 1.150 -3.422
H 3.403 -1.600 1.909
H -2.738 1.785 -0.803
C -0.521 -0.342 -0.271
H 0.833 0.031 -2.313
C -2.388 1.059 -1.551
H -0.531 1.730 -0.992
O 0.805 -0.294 1.927
H 0.123 -0.887 2.234
N -1.552 -1.018 0.339
*
```

Atomic partial charges in e from the Mulliken method, atoms 1 to 8:
1. C -1.4882
2. H 0.2760
3. H 0.3400
4. H 0.4019
5. C -0.6202
6. H 0.4438
7. H 0.3059
8. H 0.3568